1.
{
  "formula": "C17H48O11",
  "method": "wB97M-V/def2-TZVPD",
  "spin_multiplicity": 1,
  "smiles": "CC(C)O.CC(C)O.CC(C)O.OCCO.OCCO.OCCO.OCCO",
  "homo_energy_ev": -9.567,
  "e_tot_ev": -40927.675,
  "elements": ["C", "C", "C", "O", "H", "H", "H", "H", "H", "H", "H", "H", "C", "C", "C", "O", "H", "H", "H", "H", "H", "H", "H", "H", "C", "C", "C", "O", "H", "H", "H", "H", "H", "H", "H", "H", "O", "C", "C", "O", "H", "H", "H", "H", "H", "H", "O", "C", "C", "O", "H", "H", "H", "H", "H", "H", "O", "C", "C", "O", "H", "H", "H", "H", "H", "H", "O", "C", "C", "O", "H", "H", "H", "H", "H", "H"],
  "coordinates": [[-2.81, -0.16, 2.50], [-2.90, -1.52, 1.83], [-3.26, -2.66, 2.79], [-3.89, -1.50, 0.78], [-2.25, -0.21, 3.43], [-3.78, 0.27, 2.77], [-2.37, 0.57, 1.81], [-1.92, -1.72, 1.40], [-4.17, -2.39, 3.33], [-2.54, -2.79, 3.61], [-3.36, -3.57, 2.21], [-3.87, -0.59, 0.45], [1.17, -3.38, -0.11], [0.69, -4.58, 0.74], [-0.40, -4.16, 1.70], [0.18, -5.57, -0.15], [1.26, -2.46, 0.49], [0.41, -3.13, -0.86], [2.15, -3.56, -0.54], [1.57, -4.94, 1.29], [-1.25, -3.78, 1.15], [0.02, -3.45, 2.41], [-0.76, -5.05, 2.23], [0.76, -5.59, -0.92], [0.15, 0.23, 0.09], [0.59, 1.66, -0.06], [-0.62, 2.60, -0.30], [1.34, 2.06, 1.08], [-0.65, 0.16, 0.83], [0.99, -0.36, 0.47], [-0.13, -0.30, -0.82], [1.20, 1.75, -0.97], [-1.31, 2.28, -1.07], [-0.27, 3.63, -0.44], [-1.19, 2.64, 0.63], [1.93, 2.78, 0.76], [1.46, -1.66, -2.65], [1.51, -0.60, -3.62], [2.50, 0.46, -3.30], [3.78, 0.23, -3.89], [0.63, -2.13, -2.72], [1.82, -1.12, -4.54], [0.50, -0.22, -3.82], [2.54, 0.60, -2.21], [2.23, 1.46, -3.68], [4.43, 0.72, -3.39], [-0.33, 2.42, 3.84], [0.49, 1.67, 4.73], [0.72, 0.25, 4.27], [1.60, 0.18, 3.14], [0.09, 2.51, 2.97], [1.41, 2.23, 4.87], [-0.02, 1.63, 5.70], [-0.23, -0.25, 4.06], [1.18, -0.29, 5.10], [1.25, 0.78, 2.46], [4.16, 4.08, -2.88], [3.36, 5.14, -2.37], [2.36, 4.51, -1.42], [2.98, 3.77, -0.37], [4.49, 4.31, -3.75], [4.02, 5.89, -1.91], [2.86, 5.67, -3.18], [1.88, 3.77, -2.07], [1.60, 5.21, -1.07], [3.93, 3.77, -0.53], [-2.32, -2.28, -1.56], [-3.03, -1.62, -2.59], [-2.75, -0.12, -2.50], [-3.36, 0.46, -1.36], [-2.82, -2.10, -0.74], [-2.70, -2.02, -3.55], [-4.09, -1.91, -2.52], [-3.03, 0.40, -3.43], [-1.68, 0.04, -2.45], [-4.14, 0.96, -1.62]]
}

2.
{
  "formula": "C4H6O2",
  "method": "wB97M-V/def2-TZVPD",
  "spin_multiplicity": 1,
  "homo_energy_ev": -9.159,
  "e_tot_ev": -8331.087,
  "elements": ["C", "C", "C", "C", "H", "H", "H", "H", "H", "H", "O", "O"],
  "coordinates": [[1.16, 0.02, 2.17], [-0.14, 0.10, 1.41], [-0.13, 0.37, -1.11], [-0.84, -0.70, -2.07], [0.87, 0.28, 3.28], [2.62, -0.22, 1.58], [-1.41, 0.56, 2.02], [-0.79, 1.38, -0.93], [0.86, 0.70, -1.66], [-1.60, -1.71, -1.40], [0.11, -0.29, 0.07], [-0.69, -0.49, -3.37]]
}

ΔE to the lowest compared entry with this formula, charge and spin? In order: 0.546, 9.374 eV.